Entry 1:
A structure of composition C16H18F7IN2O2SbTi. Source: OMol25; level of theory: ωB97M-V/def2-TZVPD.

## Properties
* energy relative to the best compared isomer or geometry (same formula, charge and spin): 18.5 kcal/mol

Geometry as ORCA input:
```
! wB97M-V def2-TZVPD RIJCOSX def2/J DEFGRID3
* xyz 0 2
Ti 0.99625 0.00202 1.00995
N 3.26070 0.04185 0.96296
C 3.82235 0.10599 2.31701
C 3.03255 -0.83698 3.20508
N 1.60017 -0.49513 3.10651
H 3.47275 -0.83898 0.50056
H 3.59812 0.79153 0.37258
H 3.71068 1.13239 2.67423
H 4.88448 -0.14569 2.35228
H 3.39823 -0.79604 4.23202
H 3.14938 -1.86316 2.85132
H 1.37965 0.30791 3.69254
H 1.00710 -1.23896 3.46626
F -2.03010 2.92101 -3.86878
C -1.26385 2.75505 -2.76824
C 0.09172 2.55896 -2.91822
C 0.86124 2.37422 -1.77853
C 0.29566 2.38331 -0.49996
C 1.15425 2.12233 0.68825
C -1.08561 2.59038 -0.40109
C -1.86919 2.77662 -1.52677
H 0.52517 2.54770 -3.90913
H 1.92830 2.21519 -1.88596
H 0.81186 2.65498 1.58013
H 2.17689 2.44834 0.47845
H -1.54293 2.60337 0.57922
H -2.93761 2.93097 -1.45568
F -0.87704 0.71657 1.98722
Sb -2.03415 -0.82763 2.36895
F -0.51798 -1.64702 1.45854
F -2.84769 -0.55081 0.71584
F -1.01796 -1.02639 3.95646
F -3.26048 0.24268 3.27307
F -2.85224 -2.47639 2.63007
I -4.99390 -1.48970 -3.84713
C -3.13415 -1.70214 -2.91966
C -2.37058 -0.57463 -2.66136
C -1.14785 -0.72551 -2.02528
C -0.67652 -1.98768 -1.68521
C -1.45052 -3.10875 -1.96746
C -2.68635 -2.97112 -2.57307
C 0.65507 -2.18664 -1.03198
O 1.19399 -3.26553 -0.97828
O 1.21891 -1.09448 -0.50625
H -2.72878 0.40437 -2.94394
H -0.53929 0.14611 -1.82897
H -1.06604 -4.08379 -1.69944
H -3.29468 -3.84070 -2.77907
*
```


Entry 2:
A cluster of 4 separate species, C6H21NO4 in total. Source: OMol25; level of theory: ωB97M-V/def2-TZVPD.

## Properties
* energy relative to the best compared isomer or geometry (same formula, charge and spin): 14.7 kcal/mol
* structure (SMILES): CCN(C)[C@@H](C)CO.O.O.O

Geometry as ORCA input:
```
! wB97M-V def2-TZVPD RIJCOSX def2/J DEFGRID3
* xyz 0 1
C -1.95623 -1.56595 1.15816
C -1.10377 -1.18912 -0.04227
N 0.33048 -1.39326 0.21924
C 0.64395 -2.82261 0.25246
C 1.19610 -0.67241 -0.73166
C 0.70091 -0.60757 -2.16384
C 1.46268 0.73351 -0.11507
O 1.70875 1.69248 -1.17620
H -2.09223 -2.64507 1.25295
H -2.96349 -1.16303 1.04518
H -1.51991 -1.21951 2.09416
H -1.26099 -0.13726 -0.27668
H -1.43103 -1.74352 -0.93034
H -0.00058 -3.32342 0.97086
H 0.53549 -3.30381 -0.72659
H 1.67373 -2.94970 0.58973
H 2.15231 -1.19895 -0.74804
H -0.22421 -0.04756 -2.30097
H 0.46163 -1.61087 -2.53466
H 1.45232 -0.20198 -2.83389
H 0.59957 1.08261 0.44826
H 2.32942 0.69143 0.53664
H 2.29519 2.40238 -0.87498
O -2.43182 2.31141 0.84066
H -1.91809 2.58347 0.05421
H -1.93774 1.62545 1.26416
O 0.86805 -0.23003 2.95224
H 0.15176 0.40662 2.99833
H 0.74887 -0.75739 2.14276
O -0.83717 2.80754 -1.40509
H 0.08090 2.44589 -1.41712
H -1.19159 2.85954 -2.30019
*
```


Entry 3:
A structure of composition C22H28BMoN8S2. Source: OMol25; level of theory: ωB97M-V/def2-TZVPD.

## Properties
* energy relative to the best compared isomer or geometry (same formula, charge and spin): 0.0 kcal/mol

Geometry as ORCA input:
```
! wB97M-V def2-TZVPD RIJCOSX def2/J DEFGRID3
* xyz 1 1
Mo -0.05226 -0.08934 -0.39306
C 2.66834 2.26146 -1.05066
C 3.27054 0.99506 -1.67006
C 4.73614 1.22036 -2.03696
C 3.11504 -0.17334 -0.74366
C 4.08184 -1.07544 -0.29926
C 3.41154 -1.96354 0.51944
N 2.12564 -1.60674 0.57574
N 1.93154 -0.51754 -0.19906
B 0.98704 -2.24204 1.40244
N -0.10466 -2.74494 0.43274
C -0.46986 -4.02264 0.26084
C -1.57406 -4.05574 -0.56136
C -1.85186 -2.72154 -0.88006
N -0.93666 -1.93914 -0.28016
C -3.03706 -2.26584 -1.67566
C -3.03826 -0.77234 -1.98036
C -4.31786 -2.65444 -0.91746
N 0.40104 -1.14404 2.28764
C 0.42504 -1.05904 3.62614
C -0.10036 0.15746 3.99244
C -0.44136 0.79466 2.79494
N -0.12966 -0.01064 1.76774
C -1.07426 2.14206 2.68344
C -0.23756 3.17986 3.43794
C -2.48916 2.08526 3.27074
H 2.70884 3.07856 -1.76776
H 3.22894 2.55286 -0.16496
H 1.61634 2.09396 -0.75956
H 2.71864 0.76576 -2.59436
H 5.33244 1.38736 -1.14336
H 4.82774 2.09306 -2.67766
H 5.13754 0.36596 -2.57456
H 5.12324 -1.09694 -0.53796
H 3.76844 -2.82064 1.05114
H 1.39624 -3.14094 2.04564
H 0.06634 -4.82444 0.72744
H -2.10346 -4.92054 -0.89886
H -3.02416 -2.82674 -2.61906
H -2.82606 -0.19774 -1.06486
H -4.01626 -0.47274 -2.34636
H -2.31166 -0.53904 -2.75746
H -4.43086 -2.03774 -0.02806
H -4.29836 -3.69754 -0.61346
H -5.18156 -2.50214 -1.55936
H 0.81084 -1.85184 4.23454
H -0.21826 0.54166 4.98374
H -1.13526 2.43256 1.62794
H -0.15276 2.91286 4.48804
H -0.71266 4.15526 3.37514
H 0.76064 3.25646 3.01534
H -2.45376 1.78346 4.31464
H -3.10856 1.37696 2.72564
H -2.95346 3.06586 3.21454
S 0.24624 -0.11994 -2.80396
C -0.35626 1.41586 -3.34486
C -0.21226 1.72046 -4.71486
N -0.06576 1.95656 -5.82566
C -0.95866 2.29516 -2.49476
S -1.09576 1.94686 -0.77446
C -1.49156 3.52896 -2.90456
N -1.93406 4.54436 -3.19736
*
```


Entry 4:
A structure of composition C23H44NP3PbS. Source: OMol25; level of theory: ωB97M-V/def2-TZVPD.

## Properties
* energy relative to the best compared isomer or geometry (same formula, charge and spin): 67.5 kcal/mol

Geometry as ORCA input:
```
! wB97M-V def2-TZVPD RIJCOSX def2/J DEFGRID3
* xyz 4 1
Pb 0.84081 0.30510 0.20663
P 2.28582 -0.92797 1.76079
P 2.01966 0.20872 -1.94590
P -0.48437 -1.69138 -0.42557
H -1.11582 2.36750 0.11069
C -1.16123 1.30647 0.26623
C -0.79762 0.79188 1.63597
H -0.49568 1.50183 2.38143
C 3.30208 0.02062 2.84182
C 3.42274 -2.11850 1.09727
C 1.27963 -1.85523 2.90474
C 1.16386 0.97573 -3.29950
C 3.62438 0.96912 -1.98251
C 2.40850 -1.40541 -2.57862
C -1.88148 -1.99726 0.62658
C 0.32291 -3.26511 -0.47911
C -1.23388 -1.49527 -2.03017
H -1.92789 0.79046 -0.27210
H -1.30926 -0.07647 1.99872
H 2.74546 0.80596 3.37462
H 4.13725 0.50562 2.30741
H 3.72597 -0.66925 3.58729
H 4.19777 -1.63616 0.48496
H 2.93688 -2.89410 0.49234
H 3.92623 -2.61679 1.95830
H 0.62363 -1.19168 3.48418
H 1.97114 -2.36988 3.60972
H 0.65560 -2.61686 2.42263
H 1.80174 0.87859 -4.20792
H 0.97912 2.04892 -3.12603
H 0.19619 0.50185 -3.50544
H 4.02571 0.81551 -3.00897
H 4.32359 0.50482 -1.27163
H 3.61034 2.05515 -1.79493
H 2.97803 -1.23991 -3.52115
H 1.52935 -2.00701 -2.82591
H 3.04818 -1.98119 -1.89365
H -2.39675 -2.87082 0.18231
H -2.59049 -1.16198 0.66036
H -1.58982 -2.25119 1.65526
H -0.42369 -3.98102 -0.88447
H 0.61215 -3.60734 0.52072
H 1.20768 -3.28840 -1.12573
H -1.92315 -2.35642 -2.16822
H -0.50573 -1.50636 -2.84599
H -1.81960 -0.56880 -2.09696
C -6.38498 -1.07735 -1.68904
C -7.07964 -0.64917 -2.85097
C -8.23825 0.11603 -2.74061
C -8.73556 0.47417 -1.48478
C -8.06334 0.06032 -0.33099
C -6.90556 -0.70409 -0.42884
S -4.93587 -2.03010 -1.73809
H -4.84403 -2.12368 -3.09765
H -6.69564 -0.92595 -3.82780
H -8.75537 0.43396 -3.64461
H -9.64560 1.07502 -1.40397
H -8.44052 0.33258 0.65133
H -6.37998 -1.02790 0.46881
N 1.78382 2.33856 0.55839
C 2.77357 2.72867 1.51691
C 2.33552 3.12043 2.75672
C 3.27158 3.64184 3.65612
C 4.59983 3.76735 3.29244
C 5.00066 3.37140 2.02914
C 4.06850 2.84274 1.13603
H 0.90017 2.77386 0.73474
H 2.07979 2.49035 -0.41608
H 1.27474 3.05283 3.07418
H 2.94520 3.97283 4.66239
H 5.33429 4.19108 3.99375
H 6.05699 3.48768 1.72018
H 4.43376 2.56049 0.12183
*
```